Here is a 12-piece molecular cluster, C38H108N8O14 overall in a non-equilibrium geometry from the OMol25 dataset. Energies are from ωB97M-V/def2-TZVPD.

Summary:
Lowest unoccupied orbital energy: 0.0125 hartree
Molar mass: 901.3 u
Orbital gap: 9.4 eV
HOMO level: -9.1 eV
Calculated total energy: -81735.34944 eV

Atoms and positions in Å:
C: -8.32194 2.32115 15.68014
O: -8.86620 3.33689 14.88150
H: -7.24398 2.42957 15.77915
H: -8.74374 2.35332 16.69398
H: -8.52364 1.28856 15.36842
H: -9.81615 3.21208 14.79134
C: -11.70617 -4.06119 14.38665
O: -10.63964 -4.57071 15.15351
H: -11.89734 -3.00636 14.61088
H: -11.42551 -4.08009 13.33278
H: -12.67009 -4.55697 14.50933
H: -10.46897 -3.95512 15.88499
C: -15.90870 3.35931 13.18079
C: -15.37136 3.99844 11.89769
C: -16.06292 5.23831 11.38406
O: -17.45938 5.09399 11.48610
C: -18.12681 6.23727 11.01088
N: -13.91085 4.22089 12.12371
H: -16.90470 2.95512 12.96468
H: -15.93452 3.99773 14.06254
H: -15.32180 2.45037 13.32853
H: -15.59172 3.20179 11.17990
H: -15.72646 5.38959 10.34991
H: -15.74312 6.14200 11.92423
H: -17.69993 6.72914 10.12961
H: -18.21923 7.02951 11.75923
H: -19.12041 5.92784 10.68690
H: -13.57013 3.46452 12.71418
H: -13.82626 4.95723 12.82918
C: -17.18693 0.86449 15.43119
C: -18.08882 -0.13341 16.10054
C: -17.28855 -1.30545 16.73120
O: -16.58399 -1.95710 15.69200
C: -17.07208 -3.19098 15.25978
N: -18.94590 0.48816 17.13398
H: -16.47264 1.27037 16.15499
H: -17.73316 1.67171 14.93931
H: -16.59227 0.44494 14.61416
H: -18.67630 -0.60567 15.30664
H: -17.90294 -2.00723 17.29283
H: -16.55754 -0.80276 17.36962
H: -16.52970 -3.57117 14.39262
H: -18.07123 -3.08201 14.80618
H: -17.10587 -3.91573 16.07737
H: -19.37948 1.27289 16.66084
H: -18.34131 0.83257 17.87150
C: -13.68550 -0.29778 15.28965
C: -12.28596 0.10759 14.80464
C: -12.19279 1.44431 14.04161
O: -10.91034 1.70128 13.50508
C: -10.48591 0.81156 12.48354
N: -11.37944 0.21289 15.95186
H: -13.89233 0.36649 16.13513
H: -13.75489 -1.32090 15.65541
H: -14.44896 -0.20307 14.51821
H: -11.99050 -0.76788 14.22100
H: -12.36280 2.27537 14.73223
H: -12.95390 1.60561 13.26250
H: -10.51539 -0.21846 12.84574
H: -9.44616 1.01400 12.23705
H: -11.16027 0.91920 11.62890
H: -10.47467 0.48852 15.58089
H: -11.59510 0.91345 16.67356
C: -5.62204 -2.67842 9.97479
C: -5.97091 -2.93764 11.43534
C: -7.04521 -2.01686 11.97747
O: -7.17539 -2.33646 13.32680
C: -8.24302 -1.72081 14.00908
N: -6.43320 -4.34481 11.55288
H: -5.42035 -1.60885 9.87892
H: -6.38350 -2.94926 9.24712
H: -4.73274 -3.25510 9.71323
H: -5.02206 -2.81718 11.96727
H: -7.96233 -2.05150 11.37031
H: -6.77978 -0.95850 11.80903
H: -7.98650 -0.65394 14.06029
H: -8.36008 -2.14866 15.00003
H: -9.18286 -1.81630 13.45554
H: -5.81931 -4.95904 11.03122
H: -6.31906 -4.55906 12.53925
C: -11.79869 6.69131 15.65023
C: -11.26723 6.56171 14.20139
C: -10.43304 5.33014 13.96956
O: -10.05834 5.32035 12.61197
C: -8.74406 4.91130 12.36080
N: -12.49303 6.53594 13.35516
H: -12.38192 7.60501 15.76718
H: -10.97108 6.76211 16.36503
H: -12.48798 5.88157 15.89226
H: -10.69471 7.47677 14.02676
H: -10.91320 4.42638 14.36915
H: -9.55846 5.39076 14.63139
H: -8.02855 5.14464 13.15826
H: -8.31120 5.20134 11.40606
H: -8.68900 3.80972 12.36883
H: -12.27016 5.83965 12.64603
H: -12.54202 7.41669 12.85464
C: -14.10158 -1.81066 8.40314
C: -13.24152 -0.95132 7.48692
C: -12.68013 0.30795 8.14303
O: -13.64095 1.32184 8.11152
C: -13.54505 2.29652 9.11707
N: -12.14295 -1.79150 6.94791
H: -13.48402 -2.44893 9.03061
H: -14.78177 -2.42760 7.81268
H: -14.76063 -1.16251 8.99373
H: -13.70132 -0.56974 6.57070
H: -11.78850 0.65609 7.59768
H: -12.32510 0.09423 9.16283
H: -12.95536 3.14134 8.74783
H: -13.19173 2.00084 10.10885
H: -14.52957 2.72258 9.31863
H: -12.60598 -2.57751 6.50764
H: -11.58044 -2.13611 7.72108
C: -7.71420 -5.46364 8.30856
C: -9.06474 -4.74916 8.28989
C: -9.09422 -3.52418 9.17485
O: -10.39310 -3.00450 9.26698
C: -10.60173 -2.04046 10.26979
N: -9.35768 -4.35266 6.88810
H: -7.04659 -4.86230 7.67518
H: -7.69209 -6.46815 7.89587
H: -7.13993 -5.43043 9.23455
H: -9.83639 -5.45658 8.59959
H: -8.34624 -2.80733 8.81842
H: -8.73682 -3.87563 10.15442
H: -11.63598 -1.71250 10.29297
H: -9.91833 -1.19172 10.13868
H: -10.30036 -2.49266 11.22435
H: -10.19282 -3.76678 6.90335
H: -8.67375 -3.64224 6.62185
C: -13.49792 4.20795 18.97863
C: -12.14659 3.75442 19.55583
C: -11.15153 3.32805 18.43316
O: -11.17397 1.92886 18.13302
C: -11.06189 0.99642 19.18583
N: -11.52537 4.98013 20.17235
H: -13.35993 5.02591 18.26057
H: -14.12073 4.74311 19.69806
H: -13.97720 3.35468 18.49480
H: -12.27390 3.09729 20.41184
H: -10.14819 3.54488 18.79516
H: -11.44139 3.99494 17.62405
H: -10.01437 0.81628 19.43318
H: -11.61798 0.10189 18.90872
H: -11.57042 1.33497 20.09309
H: -11.59410 4.85419 21.17463
H: -12.07321 5.80279 19.96296
C: -9.49808 -2.40330 17.87883
C: -9.10392 -3.80709 18.28864
O: -10.02477 -4.40512 19.15752
O: -10.71684 -2.51754 17.11770
H: -8.81989 -1.91434 17.17267
H: -9.69824 -1.81440 18.77894
H: -8.10292 -3.73099 18.72434
H: -8.88299 -4.37106 17.37437
H: -10.72041 -4.78310 18.60894
H: -11.04304 -1.63579 16.86147
C: -8.93131 1.60899 8.89609
C: -7.75312 2.02725 9.76871
O: -6.92840 0.86920 9.95103
O: -8.45743 1.15306 7.65127
H: -9.60635 2.47323 8.82330
H: -9.53556 0.83861 9.38121
H: -7.95043 2.50645 10.72671
H: -7.15825 2.78488 9.24495
H: -6.27634 0.81736 9.24961
H: -9.17742 0.78305 7.13285

Atomic forces in eV per Å
-0.3356 -0.5862 1.1464
0.6063 -0.3045 0.0594
-0.0015 0.2374 -0.2729
0.1116 0.1699 0.0659
0.0301 0.1619 -0.6015
0.1936 -0.4994 -0.0662
0.1533 0.8582 -0.2760
-0.0670 -0.2308 0.1383
0.0733 0.0625 0.1619
-0.0535 -0.2431 -0.1161
0.1401 -0.4430 0.1919
-0.3551 0.0740 -0.1462
-1.1651 -0.3655 -0.7241
0.4939 -0.9548 1.4491
0.6133 0.4303 0.3019
0.2546 0.1546 -0.5088
-0.7899 0.2948 -0.3463
-0.4382 0.2498 -0.1654
-0.1575 0.3579 0.3517
0.1270 0.0117 0.0107
0.2335 0.1611 0.4144
0.6828 0.1671 -0.4115
-0.2644 0.0221 -0.1124
0.0573 -0.1095 0.2322
0.5189 -0.4063 -0.0286
0.0407 -0.1566 0.2791
-0.1020 -0.0124 0.2795
-0.0474 -0.4186 -0.5830
-0.3668 0.3809 -0.4586
0.8517 0.2237 -0.5336
-0.2945 -1.0515 0.3967
-0.0713 1.0658 -0.9589
1.0559 0.1691 -0.0756
-1.2232 -0.0610 -0.4980
0.1534 -0.6474 -0.9249
-0.0799 0.2283 -0.0269
-0.2003 0.1142 0.3887
-0.0585 -0.3147 0.2122
-0.5365 0.1627 0.2442
-0.1743 0.1266 0.1003
0.2220 -0.4571 0.3348
0.7304 0.1433 0.4504
-0.2276 -0.0200 0.5299
0.0352 -0.1446 -0.1387
-0.1229 0.2282 0.5001
-0.0968 0.2597 0.0020
0.2306 0.9690 0.2352
-0.4281 -0.0943 0.5993
-0.6105 -0.0382 -0.4534
0.5292 0.0465 0.2618
-0.4891 -0.1517 0.4435
0.5993 -0.8431 0.0590
-0.5547 -0.0478 -0.0695
0.3651 -0.0260 -0.0053
0.0312 0.1962 0.0184
0.5234 0.4122 -0.3878
-0.0279 -0.1634 0.3006
0.0093 -0.6013 -0.1569
-0.0991 -0.0702 -0.1593
-0.0808 0.3496 -0.1165
0.2110 -0.0770 -0.2563
0.0844 -0.0543 0.1893
-0.3533 -0.1721 -0.6912
0.1161 0.4910 0.1167
-0.1239 -1.0046 -1.2346
0.5226 0.9013 -0.7475
-0.4415 -0.7471 0.6901
0.4014 0.6770 -0.7661
0.0699 0.6726 0.6064
0.1899 -0.0726 -0.2869
-0.2199 -0.0047 0.2516
0.0989 0.1623 -0.0138
-0.2061 0.3594 0.4009
-0.1914 -0.7946 0.3951
0.4614 -0.0455 0.4049
-0.3776 0.1243 0.3466
0.1475 -0.1041 -0.0277
-0.0486 -0.1805 0.0417
0.1448 0.0375 0.0851
-0.2978 -0.4453 -0.0993
0.6765 0.0188 -0.0766
-1.9313 0.5769 1.2192
0.8704 1.0899 0.8951
-0.0764 0.1796 -0.1992
1.0046 -1.9312 0.5116
1.0516 -0.2491 -0.3657
0.0410 0.0827 -0.2419
-0.1232 -0.2516 0.1011
0.1990 -0.2217 0.0321
0.3011 -0.2596 -0.3334
-0.6999 0.0078 -0.8104
0.0244 0.2730 -0.3584
-0.2717 0.5949 -0.0125
-0.6564 0.6514 -0.1409
-0.1739 0.0797 -0.1098
-0.2542 0.3626 -0.3877
-0.2161 -0.0616 -0.0624
-1.0946 1.0420 -0.3444
1.2417 -0.2519 -0.6350
0.8976 -0.2150 -0.0226
-0.7742 -0.3965 0.6840
-0.3105 1.1967 -0.1285
0.0122 0.6948 0.0933
0.0111 0.0647 0.1195
0.1800 -0.2137 0.0116
0.1327 -0.1896 0.2416
-0.7602 -0.1663 0.3535
-0.0188 -0.2494 -0.1379
-0.2775 0.0742 0.1043
0.3339 -0.0469 0.2467
0.3626 -0.5415 -0.2398
-0.1702 -0.2115 -0.3106
0.3208 -0.2160 -0.0038
-0.0226 -0.2991 -0.0873
1.1193 1.0977 -0.4003
-0.1529 -0.0144 -0.9509
0.8401 -1.0311 1.2769
-0.8406 0.1306 -0.7623
1.3751 -0.4077 0.4780
-0.2372 0.3435 0.1172
-0.0685 -0.1583 -0.3058
-0.3980 -0.0206 0.0295
-0.7140 -0.2636 0.4593
-0.1597 0.1773 0.0891
-0.2814 0.3593 -0.1340
-0.1503 0.3401 0.2224
-0.0560 -0.1460 -0.1281
-0.1968 0.2031 -0.1546
-0.3807 0.1242 0.2076
-0.2510 -0.4349 -0.0010
0.3236 -0.3794 -0.0365
0.3161 -0.1805 -0.1709
0.1528 2.5007 -0.0016
-0.3040 -0.8377 2.3994
-0.8637 0.5289 -1.0729
-0.3476 0.5335 0.6437
0.0009 -0.5804 0.2501
0.4072 -0.4392 -0.4168
-0.2047 -0.8209 0.4337
-0.4476 0.2878 0.0115
-0.0358 -0.5810 -0.5062
0.0779 0.3985 -0.0923
0.4145 -0.6672 -0.7526
0.0169 -0.2628 -0.0771
0.4502 -0.1874 -0.3054
0.1957 0.1017 -0.0221
0.2322 0.3042 0.0510
-0.0155 0.0827 -0.1067
-1.3642 0.0584 -0.6257
1.2837 0.7397 -0.8763
0.1301 -0.1753 -0.1193
-0.2059 -0.3662 0.3119
0.7126 -0.0900 0.6942
0.2594 0.1700 -0.0828
-0.2474 -0.1233 0.6409
-0.5182 -0.3432 0.0127
-0.0801 0.0864 0.1082
0.1348 0.2315 -0.1537
-0.7514 0.7853 0.8528
1.0092 -0.6149 -1.2789
0.0428 0.1039 0.8425
0.3944 0.2123 -0.0726
0.0442 0.0867 -0.3595
0.2212 -0.1942 0.2275
-0.6158 -0.5284 0.0922
-0.1929 0.0089 -0.2577
-0.1484 0.0805 -0.1719
-0.0889 0.0048 0.0975

Atomic partial charges in e from the Löwdin method, atoms 1 to 8: C -0.1356; O -0.1369; H 0.0879; H 0.0724; H 0.0537; H 0.0344; C -0.1633; O -0.1261